1.
{
  "formula": "C5HN4O2",
  "method": "wB97M-V/def2-TZVPD",
  "total_charge": -1,
  "relative_energy_ev": 0.0000,
  "e_tot_ev": -15253.320,
  "symbols": ["C", "C", "C", "C", "C", "N", "N", "N", "N", "O", "O", "H"],
  "coordinates": [[1.100, -1.378, 0.230], [2.472, 2.123, 0.100], [1.989, -0.327, -0.021], [1.795, 0.915, 0.125], [3.583, -0.908, -0.077], [0.654, -2.392, 0.420], [2.897, 3.164, 0.230], [-0.938, 0.593, -0.422], [-0.283, 1.552, -0.116], [3.804, -1.090, -1.254], [4.156, -1.044, 0.985], [-1.948, 0.950, -0.823]],
  "forces_ev_per_angstrom": [[1.311, 2.280, -1.095], [-1.034, -2.326, 0.202], [1.563, -1.339, 1.417], [-3.332, 2.301, -0.709], [-0.398, 0.121, -0.054], [-1.977, -3.393, 0.792], [1.211, 2.761, 0.049], [-0.993, 1.461, -0.854], [1.349, -0.984, -0.146], [0.580, -0.273, -1.029], [-0.295, 0.158, 0.222], [2.014, -0.766, 1.204]],
  "lowdin_charge": [-0.25, -0.25, -0.15, -0.05, -0.69, 0.16, 0.15, -0.06, -0.01, 0.03, 0.03, 0.10]
}

***

2.
{
  "formula": "C60H114F18O30",
  "method": "wB97M-V/def2-TZVPD",
  "smiles": "CCOC(=O)C(F)(F)F.CCOC(=O)C(F)(F)F.CCOC(=O)C(F)(F)F.CCOC(=O)C(F)(F)F.CCOC(=O)C(F)(F)F.CCOC(=O)C(F)(F)F.COCCOCCOC.COCCOCCOC.COCCOCCOC.COCCOCCOC.COCCOCCOC.COCCOCCOC",
  "relative_energy_ev": 0.0000,
  "e_tot_ev": -174396.037,
  "symbols": ["C", "C", "O", "C", "O", "C", "F", "F", "F", "H", "H", "H", "H", "H", "C", "C", "O", "C", "O", "C", "F", "F", "F", "H", "H", "H", "H", "H", "C", "C", "O", "C", "O", "C", "F", "F", "F", "H", "H", "H", "H", "H", "C", "C", "O", "C", "O", "C", "F", "F", "F", "H", "H", "H", "H", "H", "C", "C", "O", "C", "O", "C", "F", "F", "F", "H", "H", "H", "H", "H", "C", "C", "O", "C", "O", "C", "F", "F", "F", "H", "H", "H", "H", "H", "C", "O", "C", "C", "O", "C", "C", "O", "C", "H", "H", "H", "H", "H", "H", "H", "H", "H", "H", "H", "H", "H", "H", "C", "O", "C", "C", "O", "C", "C", "O", "C", "H", "H", "H", "H", "H", "H", "H", "H", "H", "H", "H", "H", "H", "H", "C", "O", "C", "C", "O", "C", "C", "O", "C", "H", "H", "H", "H", "H", "H", "H", "H", "H", "H", "H", "H", "H", "H", "C", "O", "C", "C", "O", "C", "C", "O", "C", "H", "H", "H", "H", "H", "H", "H", "H", "H", "H", "H", "H", "H", "H", "C", "O", "C", "C", "O", "C", "C", "O", "C", "H", "H", "H", "H", "H", "H", "H", "H", "H", "H", "H", "H", "H", "H", "C", "O", "C", "C", "O", "C", "C", "O", "C", "H", "H", "H", "H", "H", "H", "H", "H", "H", "H", "H", "H", "H", "H"],
  "coordinates": [[8.021, 2.774, -3.282], [6.654, 3.281, -3.792], [5.735, 2.280, -3.454], [5.156, 2.192, -2.158], [5.451, 2.980, -1.292], [4.313, 0.920, -1.981], [3.138, 1.214, -1.369], [4.068, 0.299, -3.110], [4.995, 0.080, -1.225], [8.478, 2.051, -3.958], [7.839, 2.322, -2.307], [8.702, 3.625, -3.283], [6.683, 3.499, -4.860], [6.531, 4.235, -3.281], [-2.462, -4.332, 1.713], [-3.467, -3.552, 2.639], [-3.874, -4.364, 3.714], [-4.681, -3.865, 4.660], [-5.226, -2.787, 4.623], [-4.987, -4.945, 5.674], [-4.374, -6.106, 5.403], [-4.809, -4.480, 6.946], [-6.313, -5.214, 5.546], [-2.770, -5.336, 1.422], [-1.406, -4.352, 1.986], [-2.339, -3.832, 0.753], [-4.322, -3.349, 1.994], [-3.157, -2.569, 2.993], [4.683, -1.956, 1.179], [5.579, -2.683, 2.210], [6.461, -1.730, 2.829], [7.411, -1.140, 2.126], [7.652, -1.359, 0.982], [8.340, -0.278, 3.030], [8.366, -0.772, 4.274], [9.571, -0.189, 2.544], [7.823, 0.988, 3.023], [3.763, -2.539, 1.135], [5.265, -2.011, 0.259], [4.409, -0.925, 1.404], [6.068, -3.473, 1.640], [4.980, -3.231, 2.936], [1.739, 7.848, -9.629], [0.359, 7.173, -9.857], [-0.112, 6.608, -8.591], [-1.241, 5.857, -8.591], [-1.942, 5.656, -9.581], [-1.663, 5.163, -7.251], [-3.025, 5.083, -7.025], [-1.178, 3.895, -7.178], [-1.107, 5.803, -6.194], [1.586, 8.857, -9.246], [2.102, 8.011, -10.644], [2.410, 7.205, -9.060], [0.336, 6.382, -10.607], [-0.367, 7.891, -10.239], [5.800, 3.350, 1.965], [5.361, 1.919, 1.613], [5.076, 1.176, 2.807], [3.793, 1.124, 3.285], [2.801, 1.662, 2.809], [3.674, 0.114, 4.497], [3.025, -0.897, 3.984], [4.884, -0.256, 4.956], [2.832, 0.501, 5.467], [6.813, 3.188, 2.332], [5.256, 3.894, 2.738], [5.877, 4.059, 1.141], [6.140, 1.401, 1.054], [4.407, 1.903, 1.086], [1.936, -2.839, -4.319], [1.137, -4.032, -4.694], [-0.178, -3.650, -4.377], [-1.195, -4.419, -4.731], [-1.126, -5.423, -5.403], [-2.568, -3.851, -4.300], [-3.221, -4.807, -3.577], [-2.445, -2.739, -3.636], [-3.203, -3.535, -5.415], [2.107, -2.697, -3.251], [1.568, -1.972, -4.868], [2.923, -3.101, -4.700], [1.430, -4.876, -4.070], [1.276, -4.308, -5.739], [-0.305, 1.666, 3.758], [-1.157, 1.991, 4.897], [-2.449, 2.540, 4.600], [-3.483, 1.494, 4.082], [-3.199, 0.705, 2.915], [-3.298, 1.416, 1.687], [-3.152, 0.450, 0.502], [-4.275, -0.436, 0.570], [-4.375, -1.355, -0.518], [0.543, 1.196, 4.256], [0.137, 2.513, 3.233], [-0.747, 0.876, 3.152], [-2.266, 3.377, 3.926], [-2.785, 3.014, 5.522], [-4.454, 1.984, 4.004], [-3.501, 0.731, 4.860], [-2.483, 2.139, 1.648], [-4.233, 1.976, 1.659], [-2.209, -0.067, 0.679], [-3.255, 1.063, -0.393], [-5.391, -1.749, -0.549], [-3.602, -2.123, -0.561], [-4.266, -0.897, -1.501], [-4.976, 4.169, -2.474], [-6.102, 3.463, -2.946], [-6.748, 4.066, -4.009], [-8.092, 3.482, -4.220], [-9.056, 3.708, -3.200], [-9.249, 5.054, -2.835], [-10.420, 5.268, -1.782], [-11.676, 5.273, -2.420], [-12.086, 3.945, -2.840], [-4.620, 3.652, -1.583], [-5.145, 5.193, -2.142], [-4.161, 4.172, -3.198], [-6.120, 3.893, -4.883], [-6.686, 5.151, -3.926], [-8.072, 2.406, -4.394], [-8.585, 3.802, -5.138], [-9.480, 5.767, -3.626], [-8.292, 5.349, -2.403], [-10.317, 6.283, -1.399], [-10.388, 4.569, -0.946], [-11.399, 3.409, -3.495], [-13.082, 3.973, -3.284], [-12.164, 3.368, -1.919], [-0.519, -2.291, 4.158], [0.357, -3.054, 3.345], [1.071, -4.102, 3.989], [1.896, -4.895, 2.998], [1.272, -5.664, 1.982], [0.367, -6.659, 2.444], [-0.220, -7.501, 1.302], [-0.792, -6.619, 0.320], [-1.329, -7.288, -0.816], [-1.353, -2.909, 4.492], [-0.958, -1.416, 3.679], [-0.029, -1.912, 5.054], [0.446, -4.786, 4.563], [1.801, -3.696, 4.690], [2.486, -5.648, 3.521], [2.583, -4.187, 2.535], [-0.462, -6.326, 3.068], [0.900, -7.332, 3.115], [-0.942, -8.173, 1.765], [0.513, -8.175, 0.858], [-1.708, -6.634, -1.601], [-2.201, -7.818, -0.432], [-0.662, -8.042, -1.234], [-1.182, 2.789, -3.739], [-0.374, 1.981, -2.936], [-1.071, 0.732, -2.643], [-0.311, -0.302, -1.857], [0.097, 0.296, -0.632], [1.079, -0.547, 0.124], [0.750, -2.062, 0.228], [0.881, -2.776, -1.031], [0.199, -4.043, -1.047], [-1.424, 2.284, -4.674], [-0.661, 3.736, -3.881], [-2.165, 3.006, -3.321], [-1.418, 0.188, -3.522], [-1.922, 1.103, -2.073], [0.579, -0.603, -2.410], [-0.909, -1.204, -1.730], [1.310, -0.172, 1.121], [1.973, -0.601, -0.498], [-0.296, -2.052, 0.533], [1.359, -2.514, 1.011], [0.495, -4.754, -0.275], [0.370, -4.581, -1.979], [-0.886, -3.997, -0.956], [-4.960, 6.623, 5.165], [-3.978, 6.766, 4.131], [-2.689, 6.964, 4.709], [-1.599, 7.077, 3.615], [-1.480, 5.940, 2.821], [-0.581, 6.067, 1.690], [-0.366, 4.725, 0.972], [0.984, 4.531, 0.482], [1.133, 3.400, -0.305], [-5.142, 7.553, 5.705], [-4.772, 5.815, 5.872], [-5.943, 6.326, 4.800], [-2.370, 6.085, 5.269], [-2.657, 7.771, 5.441], [-0.608, 7.284, 4.019], [-1.928, 7.849, 2.920], [0.395, 6.468, 1.967], [-1.096, 6.760, 1.025], [-1.045, 4.633, 0.125], [-0.607, 3.897, 1.639], [0.774, 2.499, 0.192], [2.199, 3.174, -0.293], [0.866, 3.494, -1.358], [4.341, -4.686, -2.113], [4.823, -5.573, -1.083], [3.813, -5.983, -0.143], [4.373, -6.737, 1.022], [4.950, -5.918, 2.002], [5.648, -6.638, 3.038], [6.067, -5.781, 4.271], [4.964, -5.008, 4.813], [5.445, -4.131, 5.834], [4.062, -3.767, -1.596], [3.562, -5.102, -2.751], [5.139, -4.519, -2.837], [3.158, -6.694, -0.646], [3.220, -5.126, 0.177], [5.047, -7.480, 0.597], [3.542, -7.200, 1.555], [6.524, -7.058, 2.545], [5.075, -7.493, 3.397], [6.764, -5.027, 3.906], [6.579, -6.494, 4.916], [6.292, -3.519, 5.527], [5.575, -4.708, 6.749], [4.616, -3.444, 6.005]],
  "forces_ev_per_angstrom": [[-0.197, 0.378, -0.991], [2.254, 0.496, 1.252], [-3.159, -1.423, 1.523], [3.018, 2.523, -1.817], [-1.046, -1.320, -0.734], [-0.756, 0.507, 0.171], [0.960, -0.082, -0.473], [-0.393, -0.047, -0.737], [0.361, -0.309, 0.784], [-0.244, -0.254, 0.084], [0.512, 0.264, 0.054], [0.133, -0.067, 0.544], [-0.528, -0.533, -0.002], [-0.836, -0.102, 0.155], [0.140, 0.792, 0.187], [0.429, 0.030, -2.260], [0.070, -0.614, 1.362], [0.029, 1.356, -2.101], [0.757, -1.116, 0.558], [-1.619, -0.303, 0.688], [0.301, 0.722, 1.028], [0.403, -1.012, -1.241], [0.360, 0.147, 0.255], [-0.262, 0.006, 0.513], [-0.137, -0.189, 0.871], [-0.632, 0.460, -0.075], [-0.335, 0.031, 0.203], [0.398, -0.146, 0.002], [0.410, -0.930, 0.276], [-1.115, 0.527, -1.403], [0.185, -0.067, 1.150], [0.220, -1.564, 0.410], [0.228, 0.482, -0.845], [-1.093, 0.572, -0.328], [0.239, 0.578, -0.370], [-0.163, -0.292, 0.197], [0.494, -0.631, 0.538], [-0.079, 0.029, -0.473], [-0.606, 0.315, -0.255], [0.229, -0.076, 0.225], [0.737, 0.208, 0.240], [0.351, 0.632, 0.663], [-1.560, -0.438, -0.905], [0.025, 0.016, 0.126], [-1.092, -0.876, 0.885], [-1.135, 0.143, -2.916], [1.484, 0.417, 2.057], [0.230, -0.349, 1.794], [2.167, 0.434, -0.899], [-0.491, 0.829, -0.666], [-0.575, -0.003, -0.576], [0.214, -0.286, 0.567], [0.420, -0.167, 0.016], [-0.024, 0.324, -0.001], [0.445, -0.202, 0.185], [-0.115, 0.146, 0.356], [1.025, -0.350, 0.207], [-1.751, 1.346, -0.263], [-1.239, -0.698, 1.666], [-0.161, 1.351, -1.257], [2.230, -1.144, 1.033], [0.055, 1.186, -0.578], [-0.044, -2.284, -1.031], [-1.106, 0.196, 0.204], [1.179, 0.931, 0.378], [0.147, 0.508, 0.233], [-0.415, -0.587, 0.073], [-0.152, -0.530, -0.383], [-0.172, -0.104, 0.226], [0.243, 0.167, -0.547], [1.684, -0.176, -0.610], [0.563, -0.304, 0.504], [-2.050, 0.001, 0.277], [0.556, -1.071, -0.950], [-0.077, 0.714, 0.769], [1.170, -1.227, -0.413], [0.123, 1.150, -0.630], [-0.168, 0.850, 1.502], [-1.051, -0.479, -0.456], [-0.713, 0.194, -0.004], [0.131, 0.179, 0.367], [0.399, 0.478, -0.177], [-0.156, -0.279, -0.088], [-0.398, 0.055, -0.035], [0.031, -0.657, 1.878], [-0.090, -0.148, -0.742], [1.049, -0.287, -1.233], [0.890, -0.323, 0.602], [0.056, 0.698, 0.122], [0.347, -0.234, 0.231], [-1.471, 0.321, 1.709], [0.316, -0.562, -0.706], [-0.066, 0.758, -0.340], [0.124, -0.023, -0.092], [-0.624, 0.231, -0.197], [-0.204, 0.455, -0.433], [-0.345, 0.125, -0.480], [-0.345, -0.397, 0.124], [-0.211, -0.001, -0.118], [-0.367, 0.044, 0.128], [0.200, 0.236, -0.253], [-0.282, -0.065, -0.154], [0.189, -0.143, -0.732], [0.604, -0.194, -0.310], [0.193, -0.315, 0.476], [0.012, -0.372, 0.685], [0.056, 0.747, -0.123], [0.319, -0.552, 0.387], [0.217, -0.112, 1.558], [1.328, 0.501, -0.952], [-1.807, -0.195, -0.445], [-0.452, -0.401, 0.153], [-0.147, 0.240, 1.764], [0.918, -0.014, -1.499], [-0.381, -0.995, -0.831], [-0.073, 0.318, 1.046], [-0.019, -0.205, -0.081], [-0.533, 0.240, -0.287], [0.056, 0.054, -0.274], [-0.173, -0.235, -0.707], [-0.640, 0.313, 0.283], [0.411, -0.149, 0.612], [0.512, 0.705, -0.466], [-0.035, -0.314, -0.660], [-0.057, 0.603, 0.407], [0.211, -0.020, 0.095], [0.111, -0.275, -0.010], [0.175, 0.462, -0.094], [0.141, 0.424, -0.037], [-0.077, -0.387, 0.046], [-0.036, -0.437, 0.818], [0.083, 0.050, -0.405], [-0.258, 0.007, -0.170], [0.303, -0.501, 0.015], [-1.367, 0.388, -0.487], [0.264, -0.458, -0.205], [0.200, 0.989, -0.220], [0.593, -0.283, -0.019], [-0.707, -0.773, 1.103], [-0.149, -0.194, 0.099], [0.367, -0.217, -0.676], [0.305, -0.024, 0.140], [-0.575, 0.130, 0.079], [0.120, 0.205, 0.227], [0.396, 0.405, 0.723], [0.024, -0.238, -0.409], [-0.105, 0.821, -0.231], [0.319, -0.413, 0.084], [-0.543, 0.048, -0.037], [0.380, 0.219, -0.313], [0.473, 0.470, 0.284], [-0.312, -0.379, -0.304], [0.337, 0.133, -0.085], [-0.159, 0.100, -0.281], [0.146, -1.831, 0.163], [-0.233, 1.064, 0.455], [1.076, 1.210, 0.174], [0.915, -1.608, 1.825], [-0.170, -1.234, -2.425], [-1.217, 0.719, -0.425], [-0.179, -0.128, 0.633], [0.221, -0.259, 0.247], [0.307, 0.144, -0.467], [-0.011, -0.118, -0.249], [-0.133, 0.040, 0.612], [-0.097, 0.415, -0.557], [-0.415, -0.577, 0.084], [0.171, -0.108, -0.207], [-0.291, 0.057, 0.097], [-0.417, 0.445, -0.224], [0.425, 0.685, 0.127], [-0.299, -0.677, 0.258], [-0.023, -0.085, 0.001], [0.389, 0.406, 0.371], [0.374, 0.500, -0.276], [-0.252, 0.663, 0.064], [-0.434, -0.149, -0.177], [-0.142, 0.061, 1.003], [0.959, -1.389, -0.749], [-0.846, 0.983, -0.642], [0.486, -2.151, -0.398], [-0.650, 0.006, 0.245], [0.301, -0.556, -0.290], [-1.155, 1.783, 1.047], [1.459, -1.063, 0.294], [0.368, 0.182, 0.142], [0.769, 0.026, 0.176], [0.194, 0.197, -0.901], [-0.373, -0.463, 0.311], [-0.041, 0.522, -0.344], [-0.080, 0.488, 0.476], [0.218, 0.806, 0.145], [0.077, 0.105, 0.254], [0.347, 0.261, -0.292], [-0.168, 0.090, -0.155], [-0.052, -0.015, 0.295], [-0.896, -0.022, -0.299], [0.302, 0.355, -0.187], [-0.652, 0.016, 0.143], [0.645, -0.517, 0.834], [-0.219, -0.139, -0.156], [0.155, 0.550, -0.916], [-0.259, -0.064, 0.392], [1.042, 0.831, 1.041], [-0.478, 0.525, -0.257], [-0.985, 0.777, -2.160], [1.268, -1.107, -0.215], [-1.413, -0.131, -0.163], [-0.364, 0.263, -0.509], [-0.613, -0.188, 0.479], [0.383, 0.169, 0.462], [-0.377, -0.015, -0.127], [-0.109, 0.144, 0.092], [0.352, -0.251, 0.300], [-0.329, -0.641, -0.467], [0.480, -0.047, 0.383], [-0.508, -0.066, -0.050], [0.497, -0.090, 0.092], [-0.213, 0.240, 0.667], [0.320, -0.303, 0.008], [0.561, 0.182, 0.114], [0.012, 0.092, 0.132]],
  "lowdin_charge": [-0.05, -0.23, -0.02, -0.26, 0.16, -0.56, 0.15, 0.20, 0.18, 0.07, 0.08, 0.08, 0.12, 0.12, -0.02, -0.18, 0.02, -0.38, 0.17, -0.50, 0.16, 0.15, 0.14, 0.08, 0.05, 0.05, 0.12, 0.11, -0.03, -0.16, 0.02, -0.41, 0.18, -0.51, 0.17, 0.18, 0.13, 0.06, 0.07, 0.07, 0.12, 0.10, -0.05, -0.18, 0.01, -0.33, 0.13, -0.46, 0.13, 0.14, 0.13, 0.08, 0.07, 0.08, 0.12, 0.12, -0.04, -0.21, -0.03, -0.30, 0.13, -0.54, 0.18, 0.17, 0.16, 0.06, 0.08, 0.07, 0.12, 0.10, -0.06, -0.23, 0.02, -0.38, 0.16, -0.57, 0.15, 0.19, 0.19, 0.07, 0.09, 0.08, 0.12, 0.14, -0.07, -0.19, -0.18, -0.15, -0.16, -0.18, -0.17, -0.18, -0.10, 0.06, 0.08, 0.07, 0.10, 0.12, 0.12, 0.12, 0.11, 0.13, 0.12, 0.11, 0.09, 0.07, 0.08, -0.10, -0.16, -0.26, -0.18, -0.15, -0.18, -0.19, -0.20, -0.08, 0.08, 0.09, 0.07, 0.13, 0.12, 0.13, 0.13, 0.13, 0.11, 0.12, 0.12, 0.08, 0.08, 0.08, -0.08, -0.19, -0.19, -0.18, -0.14, -0.18, -0.17, -0.22, -0.08, 0.08, 0.08, 0.09, 0.12, 0.12, 0.12, 0.11, 0.12, 0.13, 0.12, 0.12, 0.08, 0.09, 0.09, -0.13, -0.18, -0.16, -0.19, -0.15, -0.10, -0.17, -0.20, -0.08, 0.08, 0.09, 0.06, 0.12, 0.10, 0.12, 0.12, 0.12, 0.10, 0.12, 0.10, 0.07, 0.07, 0.07, -0.11, -0.16, -0.20, -0.21, -0.16, -0.14, -0.16, -0.18, -0.12, 0.08, 0.08, 0.08, 0.11, 0.12, 0.13, 0.12, 0.13, 0.12, 0.12, 0.09, 0.08, 0.07, 0.08, -0.08, -0.18, -0.19, -0.21, -0.15, -0.16, -0.17, -0.21, -0.09, 0.08, 0.07, 0.09, 0.13, 0.11, 0.14, 0.12, 0.13, 0.12, 0.11, 0.12, 0.09, 0.09, 0.08]
}

***

- Which formula does entry 2 have?
  C60H114F18O30